# 1
ORCA calculation (wB97M-V/def2-TZVPD) on a 8-piece molecular cluster, C40H81Br2FN4O16S overall.

SMILES string: CC(C)=N[C@]1(/C(Br)=C(/C)Br)[C@@H](N=C=S)C(=O)N[C@]1(F)N=C=O.COCCOC.COCCOC.COCCOC.COCCOC.COCCOC.COCCOC.COCCOC

Last column: Löwdin charge in e.
Cartesian coordinates (Å):
C: 0.046 -1.134 1.805  -0.05
C: 0.574 0.227 1.075  -0.27
C: 1.672 0.000 -0.082  -0.04
N: 0.107 1.402 1.501  0.06
C: -0.774 2.082 0.504  -0.28
C: -1.520 1.031 -0.450  -0.49
Br: -1.054 0.729 -2.380  0.74
C: -2.589 0.186 0.043  -0.63
C: -3.322 -0.859 -0.974  -0.18
Br: -3.253 0.189 1.904  0.76
C: 0.264 3.155 -0.175  -0.19
N: -0.119 3.783 -1.492  0.05
C: 0.885 3.605 -2.328  -0.62
S: 2.142 3.021 -3.280  0.63
C: 0.225 4.464 0.812  -0.30
O: 1.234 5.106 1.215  0.05
N: -1.222 4.628 1.109  0.14
C: -1.700 3.198 1.285  -0.35
F: -3.089 3.270 0.899  -0.01
N: -1.361 2.952 2.738  0.14
C: -2.407 3.232 3.498  -0.15
O: -3.511 3.373 4.081  0.09
H: 1.004 -1.589 2.292  0.09
H: -0.350 -1.907 1.038  0.09
H: -0.677 -0.925 2.666  0.05
H: 1.265 -0.639 -0.964  0.07
H: 2.502 -0.662 0.399  0.10
H: 2.197 0.953 -0.436  0.06
H: -3.765 -0.261 -1.845  0.07
H: -4.185 -1.423 -0.436  0.08
H: -2.579 -1.669 -1.313  0.07
H: 1.383 2.909 -0.160  0.13
H: -1.371 5.235 1.946  0.15
C: -5.621 6.178 3.950  -0.11
O: -5.363 6.436 2.576  -0.19
C: -5.445 5.255 1.777  -0.20
C: -6.769 5.186 1.020  -0.20
O: -7.870 5.017 1.913  -0.19
C: -8.571 6.232 2.143  -0.11
H: -5.772 7.135 4.455  0.09
H: -6.516 5.567 4.090  0.09
H: -4.758 5.676 4.399  0.07
H: -5.297 4.359 2.389  0.11
H: -4.628 5.304 1.050  0.12
H: -6.753 4.310 0.366  0.12
H: -6.908 6.073 0.392  0.13
H: -9.174 6.484 1.263  0.08
H: -7.891 7.057 2.371  0.08
H: -9.238 6.086 2.994  0.09
C: 7.306 -0.181 0.558  -0.11
O: 7.831 0.719 -0.409  -0.19
C: 7.320 0.469 -1.718  -0.20
C: 6.226 1.466 -2.087  -0.20
O: 5.065 1.288 -1.276  -0.22
C: 4.981 2.252 -0.234  -0.11
H: 7.548 0.205 1.550  0.09
H: 6.220 -0.277 0.478  0.08
H: 7.773 -1.164 0.440  0.09
H: 6.957 -0.562 -1.805  0.12
H: 8.156 0.590 -2.415  0.12
H: 5.921 1.285 -3.123  0.12
H: 6.594 2.496 -2.020  0.13
H: 4.683 3.221 -0.650  0.09
H: 5.928 2.358 0.300  0.09
H: 4.217 1.926 0.474  0.08
C: 1.542 11.103 0.004  -0.11
O: 1.380 9.732 -0.332  -0.19
C: 1.961 8.862 0.639  -0.19
C: 0.898 8.265 1.557  -0.21
O: 0.298 9.269 2.378  -0.19
C: -0.976 9.672 1.894  -0.11
H: 0.887 11.692 -0.641  0.09
H: 1.274 11.302 1.045  0.08
H: 2.578 11.408 -0.174  0.09
H: 2.732 9.383 1.219  0.13
H: 2.447 8.049 0.090  0.12
H: 1.377 7.550 2.230  0.11
H: 0.138 7.727 0.980  0.11
H: -1.717 8.893 2.105  0.08
H: -0.957 9.879 0.821  0.08
H: -1.268 10.584 2.418  0.09
C: 4.375 -5.043 -2.019  -0.10
O: 4.060 -6.019 -1.035  -0.22
C: 4.346 -5.567 0.289  -0.17
C: 3.076 -5.126 1.011  -0.18
O: 2.517 -3.957 0.412  -0.21
C: 1.409 -4.257 -0.427  -0.11
H: 3.924 -5.353 -2.964  0.08
H: 3.985 -4.056 -1.755  0.09
H: 5.460 -4.986 -2.150  0.09
H: 5.089 -4.761 0.275  0.13
H: 4.781 -6.413 0.829  0.09
H: 3.332 -4.864 2.042  0.13
H: 2.341 -5.938 1.043  0.13
H: 0.535 -4.500 0.187  0.09
H: 1.625 -5.086 -1.105  0.08
H: 1.182 -3.370 -1.024  0.08
C: 5.221 -8.555 2.089  -0.12
O: 4.494 -7.884 3.110  -0.20
C: 3.464 -8.699 3.669  -0.19
C: 3.885 -9.278 5.017  -0.20
O: 4.956 -10.210 4.870  -0.19
C: 6.214 -9.648 5.216  -0.11
H: 6.122 -7.976 1.874  0.09
H: 5.520 -9.561 2.396  0.09
H: 4.614 -8.612 1.180  0.09
H: 3.175 -9.495 2.974  0.13
H: 2.593 -8.054 3.821  0.12
H: 3.041 -9.828 5.442  0.12
H: 4.155 -8.481 5.719  0.13
H: 6.292 -9.554 6.305  0.09
H: 6.364 -8.670 4.752  0.08
H: 6.998 -10.322 4.866  0.09
C: 2.683 -8.070 -2.850  -0.11
O: 1.793 -9.170 -2.701  -0.19
C: 0.426 -8.765 -2.694  -0.20
C: -0.239 -9.028 -4.043  -0.20
O: 0.312 -8.197 -5.064  -0.20
C: 1.242 -8.892 -5.883  -0.11
H: 3.676 -8.462 -3.079  0.10
H: 2.377 -7.404 -3.661  0.08
H: 2.736 -7.508 -1.913  0.07
H: 0.332 -7.710 -2.411  0.12
H: -0.081 -9.364 -1.930  0.12
H: -1.301 -8.776 -3.966  0.12
H: -0.163 -10.086 -4.317  0.12
H: 0.708 -9.567 -6.561  0.09
H: 1.962 -9.461 -5.290  0.08
H: 1.788 -8.158 -6.480  0.09
C: -8.108 1.440 -2.589  -0.11
O: -7.184 2.359 -3.156  -0.20
C: -7.677 2.955 -4.356  -0.20
C: -8.193 4.369 -4.103  -0.20
O: -9.356 4.357 -3.277  -0.19
C: -9.065 4.695 -1.928  -0.11
H: -7.778 1.205 -1.576  0.09
H: -9.118 1.856 -2.537  0.08
H: -8.120 0.517 -3.177  0.09
H: -8.454 2.330 -4.812  0.12
H: -6.836 3.007 -5.055  0.12
H: -8.486 4.812 -5.060  0.12
H: -7.410 4.999 -3.666  0.13
H: -8.877 5.772 -1.848  0.09
H: -8.202 4.143 -1.548  0.07
H: -9.934 4.445 -1.317  0.09

# 2
ORCA calculation (wB97M-V/def2-TZVPD) on a 5-piece molecular cluster, C40H81Cl2IN3O17P overall.

SMILES string: CC(=O)N(C)[C@H](N(CCC(C)C)C[C@H](C)I)[C@](CCO)(O[C@H](CCCCCN)[C@H](Cl)[C@@H](C)Cl)P(O)O.CCOC(=O)OC.CCOC(=O)OC.CCOC(=O)OC.CCOC(=O)OC

Last column: Löwdin charge in e.
Cartesian coordinates (Å):
C: -2.592 -1.875 5.758  0.00
C: -1.359 -1.223 5.183  -0.43
O: -0.253 -1.496 5.655  0.08
N: -1.501 -0.192 4.200  -0.04
C: -0.613 0.924 4.539  -0.04
C: -1.588 -0.424 2.757  -0.27
N: -2.866 -0.056 2.129  -0.07
C: -2.946 1.413 2.054  -0.16
C: -4.224 2.003 1.440  -0.14
C: -4.114 2.644 0.032  -0.39
C: -3.081 1.983 -0.873  -0.08
C: -5.504 2.526 -0.643  -0.07
C: -4.013 -0.625 2.820  -0.28
C: -4.814 -1.646 2.006  -0.71
C: -5.762 -1.080 0.963  -0.18
I: -6.044 -2.714 3.466  0.82
C: -1.002 -1.744 2.161  -0.42
C: -1.884 -3.020 2.400  -0.11
C: -1.167 -4.225 2.998  -0.22
O: -1.006 -4.101 4.398  -0.04
O: 0.249 -1.967 2.753  -0.07
C: 1.554 -1.819 2.246  -0.32
C: 1.872 -0.516 1.480  -0.16
C: 3.069 0.249 2.059  -0.20
C: 3.617 1.297 1.071  -0.18
C: 3.270 2.755 1.468  -0.18
C: 2.571 3.540 0.326  -0.27
N: 1.453 4.392 0.791  -0.02
C: 2.165 -3.125 1.661  -0.65
Cl: 3.909 -2.933 1.376  0.72
C: 1.491 -3.742 0.437  -0.74
C: 1.823 -3.118 -0.899  -0.18
Cl: 2.070 -5.473 0.339  0.60
P: -1.049 -1.553 0.291  0.99
O: -0.796 0.053 0.095  -0.27
O: -2.622 -1.780 -0.139  -0.26
H: -2.378 -2.193 6.773  0.09
H: -2.888 -2.763 5.206  0.06
H: -3.422 -1.171 5.778  0.06
H: -0.958 1.843 4.073  0.08
H: 0.402 0.736 4.176  0.08
H: -0.594 1.089 5.611  0.10
H: -0.887 0.305 2.346  0.11
H: -2.090 1.826 1.526  0.10
H: -2.882 1.799 3.078  0.11
H: -5.052 1.305 1.426  0.07
H: -4.540 2.802 2.111  0.12
H: -3.956 3.713 0.162  0.13
H: -3.245 2.262 -1.911  0.07
H: -3.168 0.902 -0.783  0.07
H: -2.078 2.314 -0.607  0.06
H: -5.904 1.524 -0.513  0.06
H: -6.199 3.274 -0.271  0.08
H: -5.388 2.692 -1.714  0.07
H: -4.725 0.131 3.155  0.12
H: -3.727 -1.115 3.746  0.04
H: -4.215 -2.428 1.566  0.03
H: -5.184 -0.599 0.175  0.06
H: -6.369 -1.881 0.556  0.06
H: -6.411 -0.339 1.426  0.07
H: -2.701 -2.811 3.083  0.08
H: -2.317 -3.377 1.468  0.09
H: -0.242 -4.468 2.484  0.10
H: -1.833 -5.076 2.829  0.13
H: -0.073 -4.127 4.605  0.09
H: 2.159 -1.709 3.150  0.14
H: 1.016 0.134 1.655  0.09
H: 1.987 -0.694 0.415  0.09
H: 2.713 0.722 2.974  0.10
H: 3.872 -0.418 2.356  0.07
H: 3.310 1.075 0.051  0.09
H: 4.701 1.197 1.088  0.10
H: 4.189 3.248 1.778  0.10
H: 2.583 2.748 2.311  0.09
H: 2.116 2.807 -0.333  0.09
H: 3.294 4.164 -0.191  0.10
H: 1.681 4.784 1.697  0.06
H: 0.674 3.768 0.967  0.05
H: 2.079 -3.846 2.471  0.09
H: 0.424 -3.851 0.580  0.05
H: 1.333 -3.717 -1.667  0.08
H: 1.429 -2.113 -0.996  0.03
H: 2.884 -3.173 -1.118  0.06
H: -0.587 0.249 -0.820  0.06
H: -2.622 -2.030 -1.065  0.06
C: -4.337 -0.069 8.655  -0.07
C: -4.620 1.105 7.743  -0.21
O: -6.026 1.342 7.583  0.04
C: -6.631 1.918 8.618  -0.62
O: -6.108 2.274 9.641  0.12
O: -7.924 2.047 8.321  0.01
C: -8.717 2.594 9.377  -0.04
H: -4.851 -0.963 8.296  0.08
H: -3.266 -0.270 8.692  0.08
H: -4.685 0.124 9.669  0.07
H: -4.252 0.896 6.740  0.11
H: -4.130 2.014 8.093  0.13
H: -8.313 3.545 9.716  0.10
H: -8.772 1.894 10.209  0.10
H: -9.711 2.746 8.967  0.09
C: 2.175 -1.990 -8.254  -0.06
C: 2.483 -2.885 -7.072  -0.20
O: 3.242 -2.199 -6.062  0.03
C: 2.561 -1.339 -5.314  -0.61
O: 1.384 -1.104 -5.384  0.12
O: 3.417 -0.771 -4.461  -0.01
C: 2.843 0.238 -3.633  -0.03
H: 3.095 -1.569 -8.663  0.09
H: 1.669 -2.558 -9.034  0.08
H: 1.534 -1.160 -7.963  0.06
H: 3.113 -3.714 -7.386  0.12
H: 1.577 -3.302 -6.633  0.12
H: 1.975 -0.146 -3.098  0.09
H: 2.565 1.109 -4.223  0.09
H: 3.603 0.529 -2.913  0.09
C: 0.123 1.922 -7.122  -0.06
C: 1.458 2.618 -6.977  -0.20
O: 2.164 2.701 -8.223  0.04
C: 1.711 3.614 -9.079  -0.62
O: 0.801 4.375 -8.890  0.13
O: 2.453 3.547 -10.183  0.01
C: 2.036 4.432 -11.225  -0.04
H: 0.257 0.937 -7.570  0.07
H: -0.352 1.802 -6.148  0.08
H: -0.548 2.489 -7.765  0.08
H: 2.108 2.041 -6.322  0.10
H: 1.350 3.614 -6.546  0.13
H: 1.986 5.458 -10.868  0.10
H: 1.067 4.125 -11.616  0.10
H: 2.783 4.357 -12.010  0.09
C: 6.835 -2.278 -5.481  -0.05
C: 6.397 -2.044 -4.051  -0.21
O: 7.491 -2.172 -3.125  0.04
C: 8.341 -1.153 -3.099  -0.62
O: 8.264 -0.140 -3.743  0.12
O: 9.300 -1.437 -2.215  0.00
C: 10.329 -0.451 -2.130  -0.04
H: 7.325 -3.249 -5.574  0.08
H: 5.970 -2.250 -6.143  0.07
H: 7.544 -1.517 -5.804  0.08
H: 5.677 -2.805 -3.757  0.12
H: 5.920 -1.074 -3.931  0.11
H: 9.912 0.533 -1.927  0.09
H: 10.908 -0.428 -3.052  0.10
H: 10.973 -0.749 -1.307  0.09

# 3
ORCA calculation (wB97M-V/def2-TZVPD) on a 7-piece molecular cluster, C40H82FN3O16PS4 overall.

Charge: +1

Last column: Löwdin charge in e.
Cartesian coordinates (Å):
C: -1.546 0.754 -5.351  -0.09
C: -1.647 0.983 -3.854  -0.27
N: -1.075 -0.114 -3.023  -0.15
C: -2.158 -0.840 -2.274  -0.21
C: -1.933 -2.347 -2.070  -0.08
C: 0.200 0.203 -2.555  -1.03
S: 1.342 0.929 -3.500  0.73
S: 0.508 -0.100 -0.854  0.94
C: 2.256 -0.523 -0.869  -0.48
C: 2.485 -1.989 -1.228  -0.23
C: 3.920 -2.384 -1.590  -0.08
C: 4.343 -2.220 -3.064  -0.44
O: 3.737 -1.122 -3.675  0.04
O: 5.704 -1.854 -3.153  0.02
C: 6.781 -2.700 -2.788  -0.52
C: 6.995 -2.628 -1.279  -0.03
N: 7.951 -2.234 -3.482  0.14
C: 6.565 -4.201 -3.275  -0.40
F: 7.143 -4.480 -4.538  -0.04
P: 7.349 -5.496 -2.125  0.81
O: 7.404 -6.862 -2.714  -0.41
N: 5.091 -4.572 -3.474  -0.22
S: 5.015 -6.098 -4.454  1.03
C: 4.070 -3.491 -3.919  -0.39
O: 2.837 -3.951 -3.440  0.05
C: 3.993 -3.342 -5.438  -0.11
C: 5.202 -3.213 -6.362  -0.24
C: 6.047 -1.949 -6.214  -0.58
S: 6.379 -1.049 -7.753  0.75
H: -0.523 0.912 -5.695  0.04
H: -1.852 -0.266 -5.607  0.08
H: -2.209 1.441 -5.880  0.08
H: -1.147 1.911 -3.570  0.09
H: -2.693 1.063 -3.561  0.11
H: -2.428 -0.343 -1.341  0.10
H: -3.028 -0.736 -2.931  0.11
H: -1.993 -2.869 -3.028  0.07
H: -1.001 -2.566 -1.567  0.04
H: -2.739 -2.747 -1.447  0.06
H: 2.568 -0.300 0.154  0.08
H: 2.775 0.144 -1.558  0.03
H: 2.213 -2.593 -0.367  0.12
H: 1.783 -2.273 -2.011  0.10
H: 4.626 -1.756 -1.040  0.12
H: 4.076 -3.409 -1.237  0.11
H: 2.842 -1.277 -3.974  0.06
H: 6.862 -1.575 -1.013  0.12
H: 8.013 -2.913 -1.014  0.08
H: 6.280 -3.190 -0.684  0.07
H: 7.687 -1.557 -4.184  0.09
H: 8.578 -1.762 -2.846  0.10
H: 8.553 -4.866 -1.833  0.04
H: 6.514 -5.330 -1.005  0.04
H: 4.733 -4.841 -2.556  0.12
H: 3.931 -6.473 -3.780  -0.08
H: 2.462 -4.590 -4.045  0.11
H: 3.339 -2.486 -5.624  0.14
H: 3.434 -4.225 -5.770  0.11
H: 5.833 -4.107 -6.335  0.09
H: 4.756 -3.201 -7.365  0.11
H: 5.526 -1.216 -5.599  0.06
H: 7.017 -2.185 -5.781  0.04
H: 6.573 -2.142 -8.478  -0.15
O: -1.298 3.285 -1.020  0.09
C: -0.706 3.770 -0.093  -0.55
O: -1.345 4.683 0.647  0.00
C: -0.801 5.135 1.891  -0.24
C: 0.132 6.310 1.754  -0.06
C: 0.703 3.349 0.258  0.02
H: -0.338 4.301 2.418  0.10
H: -1.676 5.436 2.456  0.12
H: 1.020 6.073 1.164  0.08
H: 0.445 6.647 2.740  0.08
H: -0.396 7.128 1.269  0.08
H: 1.418 3.926 -0.326  0.10
H: 0.723 2.311 -0.041  0.01
H: 0.951 3.438 1.313  0.08
O: -2.322 8.075 3.207  0.10
C: -1.817 9.161 3.293  -0.53
O: -0.479 9.229 3.173  -0.02
C: 0.244 10.463 3.104  -0.23
C: 0.572 11.019 4.473  -0.06
C: -2.609 10.409 3.593  0.02
H: -0.295 11.184 2.489  0.11
H: 1.154 10.200 2.569  0.12
H: -0.329 11.276 5.030  0.07
H: 1.179 11.918 4.375  0.08
H: 1.130 10.284 5.051  0.08
H: -2.705 10.495 4.675  0.10
H: -3.601 10.285 3.169  0.09
H: -2.168 11.326 3.211  0.07
O: 1.004 1.638 5.358  0.10
C: 0.062 2.241 5.797  -0.53
O: 0.248 3.534 6.131  -0.01
C: -0.832 4.372 6.577  -0.24
C: -1.094 4.232 8.060  -0.06
C: -1.278 1.599 6.049  0.02
H: -1.729 4.183 5.986  0.11
H: -0.498 5.381 6.346  0.12
H: -1.419 3.224 8.320  0.07
H: -1.870 4.932 8.368  0.08
H: -0.186 4.451 8.620  0.08
H: -1.281 1.181 7.055  0.10
H: -1.422 0.784 5.344  0.07
H: -2.118 2.284 5.961  0.07
O: -2.260 -3.585 1.104  0.09
C: -2.409 -4.032 2.214  -0.53
O: -3.663 -4.247 2.636  0.00
C: -3.970 -4.970 3.843  -0.23
C: -3.973 -4.108 5.085  -0.06
C: -1.261 -4.339 3.149  0.02
H: -3.302 -5.828 3.941  0.11
H: -4.966 -5.363 3.652  0.12
H: -2.988 -3.691 5.294  0.07
H: -4.281 -4.702 5.946  0.08
H: -4.668 -3.281 4.963  0.09
H: -1.019 -3.426 3.693  0.10
H: -0.409 -4.628 2.543  0.09
H: -1.468 -5.125 3.870  0.07
O: -3.724 -4.826 -2.856  0.09
C: -4.681 -5.218 -2.247  -0.52
O: -5.823 -5.411 -2.928  0.00
C: -6.979 -6.006 -2.327  -0.24
C: -7.842 -4.996 -1.603  -0.06
C: -4.648 -5.414 -0.749  0.01
H: -6.685 -6.832 -1.679  0.11
H: -7.516 -6.436 -3.170  0.12
H: -7.316 -4.544 -0.762  0.07
H: -8.742 -5.478 -1.223  0.08
H: -8.137 -4.200 -2.286  0.08
H: -4.863 -4.456 -0.274  0.09
H: -3.638 -5.698 -0.472  0.09
H: -5.350 -6.154 -0.374  0.07
O: -2.969 -0.192 3.571  0.09
C: -3.239 0.664 2.774  -0.53
O: -4.516 1.055 2.661  0.01
C: -4.892 2.160 1.827  -0.22
C: -5.097 1.754 0.384  -0.05
C: -2.197 1.214 1.833  0.03
H: -4.167 2.970 1.918  0.11
H: -5.823 2.511 2.266  0.12
H: -4.173 1.391 -0.066  0.06
H: -5.444 2.607 -0.198  0.09
H: -5.843 0.961 0.323  0.08
H: -2.127 0.540 0.980  0.08
H: -1.240 1.203 2.351  0.09
H: -2.384 2.221 1.465  0.06

| no. | HOMO energy (eV) | HOMO-LUMO gap (eV) |
| --- | --- | --- |
| 1 | -8.399 | 7.8 |
| 2 | -8.787 | 8.7 |
| 3 | -9.919 | 6.6 |